(1)
{"formula": "C21H22ClN3O2", "method": "ωB97M-V/def2-TZVPD", "energy_ev": -43223.199, "de_lowest_kcal_mol": 3.13, "e_homo_ev": -8.746, "orbital_gap_ev": 8.634, "multiplicity": 1, "charge": 0, "smiles": "CCCCNC(=O)CCn1nc(-c2ccc(Cl)cc2)c2ccccc2c1=O", "species": ["C", "C", "C", "C", "N", "C", "O", "C", "H", "C", "N", "N", "C", "C", "C", "C", "C", "C", "C", "C", "O", "H", "H", "H", "H", "C", "C", "C", "C", "C", "C", "H", "H", "Cl", "H", "H", "H", "H", "H", "H", "H", "H", "H", "H", "H", "H", "H", "H", "H"], "positions_angstrom": [[-6.0769, -1.1708, 2.7093], [-5.7803, -0.7800, 1.2664], [-6.1212, 0.6862, 1.0031], [-5.8347, 1.1099, -0.4393], [-4.4198, 1.1293, -0.7246], [-3.7364, 2.2615, -0.9565], [-4.2387, 3.3611, -1.0665], [-2.2300, 2.0238, -1.0895], [-2.0747, 1.2661, -1.8599], [-1.6194, 1.5444, 0.2389], [-0.7429, 0.4019, 0.0500], [0.5561, 0.6646, 0.1152], [1.4377, -0.2688, -0.0482], [1.0544, -1.6251, -0.3593], [1.9552, -2.6475, -0.6843], [1.4945, -3.9125, -0.9689], [0.1294, -4.1965, -0.9471], [-0.7748, -3.1983, -0.6691], [-0.3241, -1.9072, -0.3846], [-1.2940, -0.8410, -0.1534], [-2.5097, -0.9959, -0.1515], [-1.8392, -3.3776, -0.6718], [-0.2148, -5.1960, -1.1655], [2.1973, -4.6940, -1.2171], [3.0115, -2.4312, -0.7268], [2.8413, 0.1453, 0.1008], [3.2838, 1.3150, -0.5115], [4.5941, 1.7300, -0.3757], [5.4709, 0.9758, 0.3894], [5.0420, -0.1775, 1.0281], [3.7303, -0.5882, 0.8829], [3.3891, -1.4694, 1.4058], [5.7286, -0.7443, 1.6371], [7.1129, 1.4840, 0.5593], [4.9370, 2.6322, -0.8570], [2.5888, 1.8936, -1.0993], [-1.0172, 2.3274, 0.6985], [-2.4104, 1.2421, 0.9312], [-1.7614, 2.9503, -1.4179], [-3.9070, 0.2627, -0.5987], [-6.2030, 2.1235, -0.6157], [-6.3326, 0.4236, -1.1329], [-5.5484, 1.3253, 1.6790], [-7.1810, 0.8514, 1.2082], [-4.7257, -0.9637, 1.0550], [-6.3674, -1.4094, 0.5934], [-5.4885, -0.5673, 3.3973], [-7.1298, -1.0193, 2.9389], [-5.8354, -2.2173, 2.8799]], "mulliken_charge": [-1.449, 0.216, -0.525, -1.015, 0.046, 0.570, -0.683, -0.617, 0.384, -0.880, 0.878, -1.117, 0.487, 0.605, -0.599, -0.710, -0.588, -0.466, 0.185, 0.173, -0.856, 0.484, 0.417, 0.417, 0.577, 0.042, -0.350, -0.783, 0.414, -0.822, -0.310, 0.594, 0.415, -0.211, 0.414, 0.448, 0.429, 0.464, 0.316, 0.252, 0.425, 0.339, 0.251, 0.429, -0.045, 0.273, 0.346, 0.351, 0.386]}


(2)
{"formula": "C5H31N3O11", "method": "ωB97M-V/def2-TZVPD", "energy_ev": -32683.650, "e_homo_ev": -8.913, "orbital_gap_ev": 9.044, "multiplicity": 1, "charge": 0, "smiles": "NCCc1c[nH]cn1.O.O.O.O.O.O.O.O.O.O.O", "species": ["C", "C", "C", "C", "N", "C", "N", "N", "H", "H", "H", "H", "H", "H", "H", "H", "H", "H", "H", "O", "H", "H", "O", "H", "H", "O", "H", "H", "O", "H", "H", "O", "H", "H", "O", "H", "H", "O", "H", "H", "O", "H", "H", "O", "H", "H", "O", "H", "H", "O"], "positions_angstrom": [[0.4671, -1.9383, 0.1711], [0.0747, -0.9109, 1.2554], [0.5783, 0.4501, 0.9093], [0.2955, 1.2005, -0.2158], [1.0504, 2.3379, -0.1215], [1.7572, 2.2714, 1.0197], [1.4740, 1.1546, 1.6757], [1.9138, -2.2257, 0.1648], [0.2339, -1.5016, -0.8003], [-0.1095, -2.8494, 0.3560], [0.4882, -1.2117, 2.2259], [-1.0099, -0.9212, 1.3829], [-0.3236, 1.0142, -1.0743], [1.2178, 2.9546, -0.9366], [2.3891, 3.0572, 1.3995], [2.3884, -1.5520, 0.7574], [2.0865, -3.1546, 0.5178], [-1.4048, -2.6497, -2.6354], [-2.1627, -1.3321, -2.9537], [-1.3359, -1.8439, -3.1649], [1.5437, 1.7772, -2.9445], [2.8349, 2.0969, -2.1818], [2.0253, 2.5256, -2.5445], [-4.9359, -1.5202, 2.6232], [-3.7768, -0.5065, 2.5022], [-4.1706, -1.3188, 2.0980], [3.4411, 1.0431, -0.4305], [3.7117, 0.1666, -1.6812], [3.8881, 1.0764, -1.2821], [-0.4411, 1.7146, 3.5455], [-0.8450, 1.0944, 4.8578], [-1.1517, 1.7560, 4.2302], [4.4101, -0.4067, 2.1134], [2.9551, -0.0329, 2.3879], [3.5505, -0.7881, 2.3057], [-3.7655, -0.2022, -1.6016], [-3.8382, 0.3938, -3.0778], [-3.5773, -0.3884, -2.5546], [2.2933, -1.0530, -2.7911], [2.7977, -1.7810, -1.4864], [3.0970, -1.3243, -2.2892], [1.0316, -0.5732, -4.6204], [0.0605, -0.9566, -3.4849], [0.8981, -0.4644, -3.6774], [-4.4077, -0.3866, 0.5635], [-3.5913, 0.8777, 0.4998], [-4.2310, 0.3834, -0.0179], [-3.9993, 1.8482, 3.0138], [-2.5248, 1.3976, 3.2473], [-3.3514, 1.2018, 2.7444]], "mulliken_charge": [-0.061, -0.686, 0.599, -0.612, 0.066, -0.842, -0.473, -0.521, -0.174, 0.462, 0.315, 0.101, 0.681, 0.385, 0.457, 0.264, 0.221, 0.287, 0.406, -0.726, 0.320, 0.487, -0.801, 0.288, 0.397, -0.694, 0.337, 0.505, -0.821, 0.342, 0.343, -0.783, 0.295, 0.364, -0.686, 0.440, 0.293, -0.697, 0.473, 0.395, -0.914, 0.289, 0.356, -0.641, 0.419, 0.314, -0.798, 0.235, 0.411, -0.620]}


(3)
{"formula": "C5H7N", "method": "ωB97M-V/def2-TZVPD", "energy_ev": -6784.989, "de_lowest_kcal_mol": 81.27, "e_homo_ev": -9.040, "orbital_gap_ev": 9.926, "multiplicity": 1, "charge": 0, "smiles": "CC=C=N.C#C", "species": ["C", "C", "C", "C", "C", "N", "H", "H", "H", "H", "H", "H", "H"], "positions_angstrom": [[2.5902, 0.4748, -0.2765], [0.5445, -0.8374, 0.2618], [1.4202, 0.0797, 0.5885], [-3.9521, 0.9629, -0.1372], [-3.0807, 0.1376, -0.2267], [-0.3371, -1.6283, -0.0846], [3.5305, 0.0833, 0.1291], [2.4771, 0.0976, -1.2965], [2.6795, 1.5647, -0.3269], [1.2932, 0.5536, 1.5584], [-4.7223, 1.6978, -0.0546], [-2.2910, -0.5882, -0.3084], [-0.1519, -2.5981, 0.1737]], "mulliken_charge": [-0.939, 0.396, -0.322, -0.223, -0.462, -0.540, 0.258, 0.308, 0.283, 0.325, 0.359, 0.319, 0.238]}